Molecular formula: C4H7NO
Method: DFT, ωB97M-V with the def2-TZVPD basis set

lowest unoccupied orbital energy: 0.90 eV
ΔE to the lowest compared entry with this formula, charge and spin: 61.9 kcal per mole
net charge: 0
SMILES: C[C@H]1CN1C=O

Cartesian coordinates (Å):
C -0.09 1.27 1.18
C -0.20 0.70 -0.26
C 0.87 -0.03 -1.26
N 0.07 -0.67 -0.32
C -0.50 -1.85 -0.04
O -0.14 -2.91 -0.48
H -0.28 0.45 1.89
H -0.86 2.02 1.39
H 0.87 1.70 1.44
H -0.99 1.16 -0.86
H 0.70 -0.39 -2.29
H 1.91 0.20 -1.08
H -1.30 -1.71 0.71